Entry 1:
Formula: H4OP2S
Source: the Open Molecules 2025 dataset
Level of theory: ωB97M-V/def2-TZVPD

XYZ file:
```
8
Properties=species:S:1:pos:R:3:forces:R:3
O -0.2402 -0.0897 -0.4353 4.2 0.7 0.7
P -0.9304 1.2453 0.3606 1.3 -0.3 -0.7
P 1.6930 -0.2951 -0.2685 -0.8 -2.1 -0.1
S 3.6411 0.3770 -0.5831 -3.1 -0.4 -0.4
H -1.9252 1.0548 -0.5893 -1.4 0.3 0.6
H -1.3673 0.6558 1.5982 -0.5 -0.2 -0.7
H 1.7266 -0.4251 1.0948 -0.5 0.2 0.8
H 1.4098 -1.7325 -0.5803 0.7 1.7 -0.2
```
Forces are in eV/Å.

Summary:
- HOMO level (eV) = -9.31
- energy relative to the best compared isomer or geometry (same formula, charge and spin) (kcal/mol) = 55.6
- SMILES = PO[PH2]=S
- total energy (eV) = -31522.906

Results of the Löwdin charge analysis, in e, for atoms 1 through 4: -0.85, 0.70, 0.40, 0.04


Entry 2:
Formula: C27H31GaGeN6O3S2
Source: the Open Molecules 2025 dataset
Level of theory: ωB97M-V/def2-TZVPD

XYZ file:
```
71
Properties=species:S:1:pos:R:3:forces:R:3
Ga -0.1006 0.4284 -2.7008 -0.3 0.5 0.2
N 0.2420 -3.5612 -3.4510 -0.1 0.0 -0.1
C -1.0228 -3.5379 -4.0065 0.1 0.0 0.1
C -1.5724 -2.3576 -3.6322 0.0 0.1 0.1
N -0.6696 -1.6592 -2.8541 -0.1 -0.1 -0.2
C 0.4070 -2.4118 -2.7903 0.2 0.1 0.2
C 1.5371 -1.8624 -2.0646 -0.2 -0.2 -0.1
N 1.3843 -0.6561 -1.5661 0.2 0.1 -0.1
C 2.5881 -0.3275 -0.9776 -0.1 0.0 0.0
C 3.4462 -1.3683 -1.1120 0.0 -0.1 0.0
N 2.7561 -2.3478 -1.8030 0.1 0.1 0.0
H 0.9409 -4.2642 -3.6220 0.0 0.0 0.0
H -1.4028 -4.3474 -4.6027 0.0 0.0 0.0
H -2.5542 -1.9875 -3.8684 0.0 0.0 0.0
H 2.7619 0.6156 -0.4903 0.0 0.0 0.0
H 4.4612 -1.5037 -0.7855 0.0 0.0 0.0
H 3.1440 -3.2179 -2.1256 0.0 0.0 0.0
N -0.2695 1.7939 -1.0322 0.1 -0.1 0.0
C -0.8512 3.1202 -1.3796 0.0 0.0 0.0
C -2.3234 2.9853 -1.7205 0.0 0.0 0.0
C -2.5779 2.1697 -2.9758 0.0 -0.1 0.1
N -2.1834 0.7486 -2.7542 -0.1 0.1 -0.2
H -0.7485 1.4210 -0.2114 0.0 0.0 0.0
H 0.6991 1.9233 -0.7485 0.0 0.0 0.1
H -0.2942 3.5065 -2.2338 0.0 0.0 0.0
H -0.7163 3.8068 -0.5426 0.0 0.0 0.0
H -2.7420 3.9826 -1.8593 0.0 0.0 0.0
H -2.8604 2.5447 -0.8706 0.0 0.0 0.0
H -1.9827 2.5357 -3.8133 0.0 0.0 0.0
H -3.6287 2.2225 -3.2606 0.0 0.0 0.0
H -2.4268 0.2157 -3.5849 0.0 0.0 0.0
H -2.7098 0.3652 -1.9728 0.0 0.0 0.0
O 1.6545 -0.7841 -4.8785 0.0 0.2 0.0
S 1.0117 0.4946 -5.1494 0.0 -0.3 0.0
O -0.4572 0.3832 -4.7224 0.2 -0.2 0.0
O 1.1858 1.0612 -6.4457 -0.1 0.1 0.1
S 1.5668 1.7847 -3.6089 0.0 0.0 -0.1
C -3.3923 2.8465 2.6951 0.0 0.0 0.0
C -3.6194 1.5573 2.2289 0.0 0.0 0.0
C -2.5489 0.6981 2.0211 0.0 0.1 0.0
C -1.2378 1.1107 2.2887 -0.1 0.1 -0.1
C -1.0251 2.4114 2.7542 -0.1 0.0 0.0
C -2.0973 3.2710 2.9597 0.0 0.0 0.0
Ge 0.2278 -0.0913 1.8838 0.0 0.0 0.0
C -0.1598 -1.8859 2.4818 -0.1 -0.2 0.0
C 0.2082 -2.9905 1.7108 0.0 0.0 0.1
C -0.0802 -4.2800 2.1378 0.0 0.1 0.0
C -0.7443 -4.4765 3.3403 0.0 0.0 0.0
C -1.1188 -3.3875 4.1146 0.0 0.0 0.0
C -0.8328 -2.0978 3.6868 0.0 -0.1 0.0
C 1.9201 0.5769 2.5344 0.2 0.0 0.0
C 2.4179 1.8191 2.1299 0.0 0.0 0.0
C 3.6482 2.2761 2.5799 0.0 0.0 0.0
C 4.4023 1.4884 3.4408 0.0 0.0 0.0
C 3.9240 0.2511 3.8474 0.0 0.0 0.0
C 2.6930 -0.2060 3.3934 0.1 0.0 0.0
H -4.2258 3.5160 2.8636 0.0 0.0 0.0
H -4.6306 1.2202 2.0392 0.0 0.0 0.0
H -2.7378 -0.3126 1.6724 0.0 0.0 0.0
H -0.0216 2.7511 2.9819 0.0 0.0 0.0
H -1.9222 4.2702 3.3377 0.0 0.0 0.0
H 0.7318 -2.8430 0.7712 0.0 0.0 0.0
H 0.2109 -5.1318 1.5362 0.0 0.0 0.0
H -0.9712 -5.4800 3.6757 0.0 0.0 0.0
H -1.6350 -3.5418 5.0532 0.0 0.0 0.0
H -1.1360 -1.2552 4.2982 0.0 0.0 0.0
H 1.8371 2.4548 1.4659 0.0 0.0 0.0
H 4.0179 3.2430 2.2637 0.0 0.0 0.0
H 5.3618 1.8412 3.7953 0.0 0.0 0.0
H 4.5101 -0.3605 4.5212 0.0 0.0 0.0
H 2.3335 -1.1775 3.7130 0.0 0.0 0.0
```
Forces are in eV/Å.

Summary:
- HOMO level (alpha / beta) (eV) = -9.70 / -11.10
- energy relative to the best compared isomer or geometry (same formula, charge and spin) (kcal/mol) = 20.8
- total energy (eV) = -174144.360
- spin multiplicity = 2
- total charge = +1

Results of the Löwdin charge analysis, in e, for atoms 1 through 4: 0.18, 0.16, -0.02, -0.07


Question: energy relative to the best compared isomer or geometry (same formula, charge and spin) of number 2 (C27H31GaGeN6O3S2)?
Answer: 20.8 kcal/mol